The following is a DFT calculation (ωB97M-V/def2-TZVPD) of C22H16N4OS in the gas phase in a non-equilibrium geometry.

Properties
E (eV): -41912.133
Energy relative to the best compared isomer or geometry (same formula, charge and spin) (eV): 0.010
Frontier orbital gap (eV): 7.16
SMILES string: CNC(=O)c1ccccc1Sc1ccc2c(C#Cc3ccccn3)[nH]nc2c1

Last column: natural (NBO) charge in e.
Geometry (Å):
O (0.6040, 6.8607, 1.9061)  -0.622
C (-0.0959, -2.7579, -1.2086)  -0.065
C (-0.5905, -3.7091, -0.5679)  0.127
N (2.3555, -0.5974, -3.0013)  -0.248
N (-1.0764, -5.2565, 1.0852)  -0.370
S (2.4881, 3.5050, -0.0146)  0.354
C (0.8424, 5.6568, 1.6581)  0.650
C (0.7655, -1.7511, -1.7331)  0.056
C (-1.9111, -6.2278, 1.5591)  0.030
C (-1.4033, -4.7470, -0.1134)  0.040
C (-2.9488, -6.7127, 0.8224)  -0.259
C (-2.5713, -5.1424, -0.8353)  -0.198
C (-3.3427, -6.2166, -0.3519)  -0.175
C (3.5037, 3.1155, 3.8945)  -0.173
C (2.9678, 4.2914, 4.3884)  -0.218
C (3.3193, 2.8231, 2.4482)  -0.226
C (2.1079, 5.0243, 3.6162)  -0.146
C (1.1270, 1.2357, 0.6206)  -0.233
C (2.4861, 3.7336, 1.7257)  -0.089
C (1.9615, 1.9228, -0.2483)  -0.246
C (1.8194, 4.7752, 2.3481)  -0.209
C (2.3074, 1.3645, -1.5127)  -0.228
C (0.7366, -0.0987, 0.2044)  -0.148
C (1.8827, 0.1723, -1.9817)  0.139
C (1.1141, -0.5888, -1.1339)  -0.128
N (1.6057, -1.7152, -2.8823)  -0.278
N (0.0676, 5.1079, 0.6304)  -0.620
C (-0.5995, 5.9829, -0.3240)  -0.418
H (-1.5941, -6.6666, 2.5014)  0.206
H (-3.5135, -7.5222, 1.3186)  0.220
H (-2.9139, -4.4855, -1.6195)  0.226
H (-4.2716, -6.5271, -0.8864)  0.232
H (4.0594, 2.4551, 4.5112)  0.216
H (3.1111, 4.4476, 5.4636)  0.223
H (3.8307, 1.9365, 2.0236)  0.238
H (1.5081, 5.8320, 4.0632)  0.240
H (0.6213, 1.8280, 1.4109)  0.234
H (3.0676, 1.9070, -2.1442)  0.224
H (-0.0834, -0.5651, 0.7095)  0.221
H (1.5318, -2.2636, -3.7062)  0.413
H (0.5179, 4.2266, 0.3070)  0.381
H (0.0725, 6.7801, -0.7309)  0.196
H (-0.8787, 5.3318, -1.1868)  0.208
H (-1.3044, 6.5184, 0.2501)  0.223

The following is a DFT calculation (ωB97M-V/def2-TZVPD) of C22H16N8OS in the gas phase in a non-equilibrium geometry.

Properties
E (eV): -47873.938
Energy relative to the best compared isomer or geometry (same formula, charge and spin) (eV): 0.202
Frontier orbital gap (eV): 7.98
SMILES string: O=c1c(C/N=N/c2ccccc2)c(Sc2nnnn2-c2ccccc2)nc2ccccn12

Last column: natural (NBO) charge in e.
Geometry (Å):
O (-3.4286, -0.3868, 2.7608)  -0.607
N (-1.8035, -3.8007, -4.2451)  -0.066
N (-1.6470, -2.5754, -4.5267)  -0.034
N (-2.7871, -1.2150, -1.0618)  -0.548
N (-1.5040, -4.1087, -2.9655)  -0.288
N (0.3488, -0.7297, 2.8582)  -0.162
N (0.1001, -1.7842, 2.2361)  -0.140
S (-0.7377, -2.9233, -0.7040)  0.327
C (-3.1633, -0.5351, 1.5929)  0.635
C (-3.6627, -0.2876, -0.7278)  0.434
C (-1.1569, -2.9925, -2.4539)  0.206
C (-2.0303, -1.8324, -0.1021)  0.127
C (-4.4446, 0.3140, -1.8024)  -0.219
C (-5.4133, 1.2498, -1.4941)  -0.156
C (-5.6679, 1.6181, -0.1022)  -0.272
C (-4.8893, 1.0637, 0.8981)  0.047
C (-2.1741, -1.5304, 1.2337)  -0.204
C (4.3369, 0.5233, 3.5892)  -0.209
C (0.1530, 2.0469, -3.1199)  -0.206
C (4.0663, -0.7898, 3.2379)  -0.197
C (3.2964, 1.4050, 3.7070)  -0.214
C (0.7410, 1.0781, -2.2897)  -0.192
C (-0.8555, 1.6608, -4.0321)  -0.204
C (2.7196, -1.1854, 2.9748)  -0.199
C (1.9600, 1.0106, 3.4808)  -0.179
C (0.3503, -0.2707, -2.4330)  -0.247
C (-1.2441, 0.3310, -4.1175)  -0.237
C (1.6537, -0.2944, 3.0649)  0.057
C (-0.6721, -0.6586, -3.3069)  0.217
N (-3.9019, 0.1130, 0.6154)  -0.402
N (-1.1600, -2.0021, -3.4052)  -0.239
C (-1.3197, -2.2046, 2.3004)  -0.295
H (-4.2220, 0.0539, -2.8379)  0.245
H (-5.9429, 1.7086, -2.3138)  0.226
H (-6.4948, 2.2647, 0.1669)  0.237
H (-5.0985, 1.2642, 1.9793)  0.261
H (5.3304, 0.9211, 3.7234)  0.217
H (0.4741, 3.0705, -3.0353)  0.217
H (4.9222, -1.4331, 3.1806)  0.216
H (3.4466, 2.4509, 4.0266)  0.216
H (1.4812, 1.3901, -1.5598)  0.225
H (-1.2781, 2.3796, -4.7049)  0.219
H (2.5179, -2.2161, 2.7088)  0.231
H (1.1731, 1.7070, 3.6665)  0.222
H (0.8372, -1.0503, -1.8179)  0.236
H (-2.0214, 0.0806, -4.8209)  0.231
H (-1.4373, -3.2738, 2.1413)  0.218
H (-1.7187, -2.0220, 3.3105)  0.249

The following is a DFT calculation (ωB97M-V/def2-TZVPD) of C22H16O in the gas phase in a non-equilibrium geometry.

Properties
E (eV): -25119.594
Frontier orbital gap (eV): 6.48
SMILES string: Cc1ccc2cc3ccc(C)c4c3c(c2c1)-c1ccccc1O4

Last column: natural (NBO) charge in e.
Geometry (Å):
O (-0.2295, -1.3504, 2.5251)  -0.455
C (0.5972, -4.2626, 0.3771)  -0.203
C (0.4962, -3.6867, -0.9305)  -0.237
C (0.4011, -3.4465, 1.5573)  -0.253
C (0.2977, -2.3346, -0.9528)  -0.176
C (0.9952, 2.1706, -3.5245)  -0.213
C (-2.0296, 1.6646, 3.1794)  -0.154
C (0.1604, -2.0477, 1.4320)  0.321
C (0.2821, -1.5504, 0.1597)  -0.137
C (1.7667, 0.9983, -3.2537)  -0.019
C (-1.5363, 0.3801, 3.2714)  -0.155
C (0.0704, 2.6660, -2.5638)  -0.174
C (-1.8321, 2.4431, 2.0455)  -0.218
C (1.3210, 0.2862, -2.1212)  -0.168
C (-0.7620, -0.1015, 2.2971)  0.377
C (-1.0229, 2.4689, -0.3068)  -0.157
C (0.0815, -0.1089, -0.0269)  0.002
C (-0.1889, 1.9941, -1.3375)  -0.068
C (-1.0948, 1.8869, 0.9602)  -0.068
C (0.4598, 0.6929, -1.1500)  -0.071
C (-0.5559, 0.5512, 1.0365)  -0.020
C (2.8322, 0.7852, -4.2875)  -0.633
C (-1.8670, -0.2864, 4.5467)  -0.630
H (1.0249, -5.2580, 0.7487)  0.228
H (0.6174, -4.3028, -1.8723)  0.228
H (0.3659, -3.8648, 2.5900)  0.225
H (0.1852, -1.8931, -1.9076)  0.222
H (0.9716, 2.7015, -4.5523)  0.212
H (-2.6501, 2.1388, 3.9838)  0.216
H (-0.5373, 3.5012, -2.7862)  0.208
H (-2.2902, 3.4064, 1.8253)  0.216
H (1.9596, -0.5670, -1.9928)  0.204
H (-1.6551, 3.4085, -0.4327)  0.205
H (3.4891, 1.6140, -4.0262)  0.232
H (2.5317, 1.0492, -5.2734)  0.224
H (3.2346, -0.2611, -4.1733)  0.220
H (-1.1571, -0.9412, 5.0114)  0.229
H (-2.0411, 0.4546, 5.3428)  0.215
H (-2.6917, -0.9986, 4.5819)  0.226

The following is a DFT calculation (ωB97M-V/def2-TZVPD) of a molecular structure, C22H17AsF6MnNO12PS3.

Properties
E (eV): -199412.336
Spin multiplicity: 5
Energy relative to the best compared isomer or geometry (same formula, charge and spin) (eV): 1.018
Frontier orbital gap (alpha / beta) (eV): 7.52 / 9.28
Charge: -1

Last column: natural (NBO) charge in e.
Geometry (Å):
Mn (-0.1990, 0.0610, -0.2243)  1.655
F (-1.0581, 0.7182, 4.7490)  -0.321
C (-1.1831, -0.2021, 3.7834)  0.724
F (0.0336, -0.5020, 3.3335)  -0.310
F (-1.7124, -1.2986, 4.3178)  -0.305
S (-2.2982, 0.4302, 2.4141)  2.291
O (-1.6429, -0.1437, 1.2453)  -0.986
O (-3.5813, -0.1048, 2.7186)  -0.886
N (-2.3310, 1.9768, 2.4786)  -1.200
S (-1.0926, 2.9127, 2.2073)  2.259
O (-1.4349, 4.0148, 1.3734)  -0.893
O (0.1182, 2.1629, 1.9692)  -0.973
C (-0.8282, 3.7216, 3.8866)  0.723
F (0.3071, 3.2816, 4.4437)  -0.323
F (-1.8263, 3.4778, 4.7309)  -0.309
F (-0.7218, 5.0404, 3.7328)  -0.311
O (1.6147, 1.2514, -4.0410)  -1.035
As (0.1983, 0.3775, -3.4444)  2.443
O (-0.1288, -0.9890, -4.2349)  -1.092
O (0.7309, 0.1995, -1.8114)  -1.121
C (-1.0360, 1.8431, -3.7740)  -0.409
C (-0.8158, 2.5536, -4.9465)  -0.178
C (-1.6918, 3.5649, -5.3274)  -0.204
C (-2.7860, 3.8794, -4.5409)  -0.205
C (-3.0114, 3.1833, -3.3600)  -0.197
C (-2.1401, 2.1746, -2.9978)  -0.239
S (-2.3761, 1.3070, -1.4819)  2.384
O (-1.1620, 1.7405, -0.6885)  -0.993
O (-3.6270, 1.6702, -0.8990)  -0.920
O (-2.1337, -0.1019, -1.7853)  -0.979
H (2.4240, 0.8184, -3.7418)  0.499
H (0.0409, 2.3245, -5.5646)  0.238
H (-1.5114, 4.1067, -6.2473)  0.211
H (-3.4645, 4.6685, -4.8382)  0.212
H (-3.8502, 3.4129, -2.7166)  0.245
O (1.5541, -3.3868, -0.5540)  -0.583
C (1.4489, -2.2947, -0.0560)  0.810
O (0.3026, -1.6643, 0.0953)  -0.750
C (2.6616, -1.6136, 0.5799)  -0.845
P (2.3765, 0.1674, 0.8756)  0.833
C (3.3723, 0.5473, 2.3553)  -0.350
C (4.7093, 0.1601, 2.4546)  -0.187
C (5.4464, 0.4719, 3.5840)  -0.225
C (4.8555, 1.1827, 4.6231)  -0.193
C (3.5297, 1.5724, 4.5305)  -0.236
C (2.7854, 1.2516, 3.4007)  -0.126
C (3.3304, 1.0349, -0.4248)  -0.218
C (3.9994, 0.4028, -1.4686)  -0.235
C (4.6528, 1.1488, -2.4414)  -0.237
C (4.6337, 2.5354, -2.3896)  -0.214
C (3.9576, 3.1716, -1.3586)  -0.190
C (3.3095, 2.4271, -0.3859)  -0.227
H (3.5558, -1.8632, 0.0136)  0.246
H (2.7787, -2.0888, 1.5585)  0.268
H (5.1765, -0.3785, 1.6373)  0.212
H (6.4828, 0.1659, 3.6539)  0.209
H (5.4349, 1.4309, 5.5039)  0.206
H (3.0653, 2.1261, 5.3370)  0.215
H (1.7512, 1.5510, 3.3254)  0.243
H (4.0027, -0.6759, -1.5535)  0.215
H (5.1735, 0.6433, -3.2465)  0.213
H (5.1323, 3.1161, -3.1553)  0.210
H (3.9208, 4.2529, -1.3176)  0.212
H (2.7635, 2.9348, 0.4029)  0.227

The following is a DFT calculation (ωB97M-V/def2-TZVPD) of a molecular structure, C22H17Cl3N7O2STc in a non-equilibrium geometry.

Properties
E (eV): -88188.924
Spin multiplicity: 4
Energy relative to the best compared isomer or geometry (same formula, charge and spin) (eV): 1.792
Frontier orbital gap (alpha / beta) (eV): 6.75 / 5.93
Charge: +3

Last column: Mulliken charge in e.
Geometry (Å):
Tc (-0.5259, -0.8218, 0.5551)  -0.261
N (3.4824, -2.6989, -0.5941)  -0.271
C (2.4473, -1.9338, -0.3118)  0.430
S (1.2289, -2.5271, 0.7112)  -0.162
N (2.4362, -0.7054, -0.9221)  -0.388
N (0.0554, -0.6646, -1.6821)  0.404
C (-0.9015, 0.2011, -2.3164)  -0.536
C (-1.9174, 0.7634, -1.5726)  0.889
C (-2.9194, 1.5780, -2.1827)  -1.168
C (-3.9564, 2.0660, -1.4289)  -0.345
C (-4.0054, 1.7405, -0.0677)  -0.887
C (-2.9927, 0.9691, 0.4793)  -0.121
N (-1.9659, 0.4977, -0.2228)  0.386
H (3.5681, -3.6150, -0.1707)  0.267
H (4.2344, -2.3955, -1.2003)  0.268
H (-0.8100, 0.4093, -3.3725)  0.358
H (-2.8483, 1.7867, -3.2386)  0.516
H (-4.7266, 2.6806, -1.8733)  0.478
H (-4.8091, 2.0903, 0.5609)  0.464
H (-3.0182, 0.7303, 1.5337)  0.506
O (4.6753, 2.1592, -4.5217)  -0.433
C (3.4433, 1.7446, -4.4175)  0.508
O (2.6686, 1.6924, -5.3270)  -0.500
C (2.9450, 1.2998, -3.0314)  0.246
C (1.9116, 0.4245, -3.0136)  -1.295
C (1.4104, -0.0970, -1.7465)  0.738
C (1.8987, 0.5836, -0.4563)  1.353
C (2.8284, 1.6974, -0.6318)  -1.389
C (3.3905, 1.9500, -1.8320)  -0.898
N (0.9994, 0.4940, 0.6434)  0.699
C (1.2401, 1.0652, 1.7845)  0.062
C (0.3865, 0.6855, 2.8730)  0.277
C (0.5801, 1.1250, 4.1860)  -0.917
C (-0.2204, 0.6140, 5.1935)  -0.437
C (-1.2035, -0.3117, 4.8584)  -0.860
C (-1.3427, -0.7079, 3.5374)  -0.019
N (-0.5694, -0.2350, 2.5567)  0.325
H (5.2455, 2.1226, -3.7398)  0.348
H (1.4665, 0.0991, -3.9431)  0.593
H (0.0631, -1.5615, -2.1857)  0.358
H (3.0397, 2.3402, 0.2046)  0.342
H (4.0915, 2.7690, -1.9043)  0.450
H (2.0685, 1.7397, 1.9629)  0.428
H (1.3650, 1.8344, 4.3981)  0.521
H (-0.0690, 0.9146, 6.2184)  0.487
H (-1.8581, -0.7175, 5.6135)  0.484
H (-2.1000, -1.4306, 3.2612)  0.399
Cl (-5.0209, -3.1813, 2.0191)  -0.047
C (-3.6629, -4.0286, 1.1923)  0.938
Cl (-4.2237, -4.8989, -0.2653)  -0.033
Cl (-2.8292, -5.1387, 2.3367)  -0.034
C (-2.7211, -3.0184, 0.8480)  -0.227
N (-1.9524, -2.1788, 0.6445)  -0.295